Arrangement i

DFT (ωB97M-V with the def2-TZVPD basis set) results for a 2-piece molecular cluster, C5H14 overall.

## Properties
structure (SMILES)	CCC.CC
total charge	0
lowest unoccupied orbital energy	1.123	eV
HOMO	-11.38	eV

Element x y z (Å)
C 0.17838 -1.56419 0.97820
C -1.25544 1.45919 -1.24984
C 1.24352 -0.88388 1.82529
C -0.87962 2.94076 -1.07237
C 0.77783 -2.23102 -0.28720
H -0.40047 0.89750 -1.64553
H 1.16488 0.20378 1.77228
H -0.02419 -2.46884 -0.99341
H -0.58441 -0.86131 0.65419
H -2.13802 1.18821 -1.81872
H -1.33963 0.95266 -0.28151
H 1.46429 -1.56492 -0.80241
H 1.27544 -1.06385 2.90150
H 0.01178 2.97845 -0.45930
H 1.16249 -3.20522 0.01152
H -0.85296 3.44507 -2.03381
H 2.24456 -1.20634 1.51629
H -0.31434 -2.36987 1.52676
H -1.73410 3.35382 -0.54193

Arrangement ii

DFT (ωB97M-V with the def2-TZVPD basis set) results for a 2-piece molecular cluster, C5H14 overall.

## Properties
structure (SMILES)	CCC.CC
total charge	0
lowest unoccupied orbital energy	1.139	eV
HOMO	-11.04	eV

Element x y z (Å)
C 0.18566 -1.83236 1.34751
C -1.18916 -1.15090 -0.55185
C -1.24546 -2.03385 0.77948
C 1.66669 2.20634 -0.37828
C 0.24912 2.26291 -0.96111
H 1.67345 2.42706 0.72001
H -2.13965 -1.43516 -1.09463
H -1.31458 -0.08270 -0.38049
H 1.98772 1.17465 -0.53441
H 0.05012 1.42182 -1.66606
H 0.86349 -1.59616 0.51920
H 2.41138 2.90667 -0.79403
H -1.49827 -3.04224 0.41093
H -1.94539 -1.52861 1.44797
H 0.21555 -0.94652 2.03289
H -0.01467 3.16091 -1.53310
H -0.21293 -1.26353 -1.07402
H 0.73689 -2.63332 1.88221
H -0.47997 1.98499 -0.17221

Most stable pick: arrangement i. Distance to second place: 0.477 eV.

Arrangement i

DFT (ωB97M-V with the def2-TZVPD basis set) results for a 2-piece molecular cluster, C5H14 overall.

## Properties
structure (SMILES)	CCC.CC
total charge	0
lowest unoccupied orbital energy	1.109	eV
HOMO	-10.86	eV

Element x y z (Å)
C 0.77017 -1.64492 -0.30870
C 2.60168 0.21602 0.21288
C -3.11959 1.25202 -0.22280
C -1.57482 0.80234 -0.25974
C 1.48954 -0.70912 0.64472
H -3.70500 0.88480 0.61863
H 0.76515 -1.27689 -1.34173
H 2.95552 0.68537 1.11616
H -0.26798 -1.76280 0.05987
H -3.48354 0.89898 -1.18304
H 2.25294 0.90959 -0.54542
H 3.53362 -0.21629 -0.21130
H -3.20417 2.33247 -0.39832
H -1.06562 1.07071 -1.17300
H 0.78160 -0.08028 1.21654
H -1.63333 -0.29578 -0.18453
H -1.07606 1.27170 0.59197
H 1.79132 -1.38272 1.47383
H 1.24376 -2.62625 -0.28490

Arrangement ii

DFT (ωB97M-V with the def2-TZVPD basis set) results for a 2-piece molecular cluster, C5H14 overall.

## Properties
structure (SMILES)	CCC.CC
total charge	0
lowest unoccupied orbital energy	1.118	eV
HOMO	-11.43	eV

Element x y z (Å)
C 1.15601 1.84758 0.85372
C 2.04377 3.06467 1.12920
C -2.44728 -1.81990 -0.90875
C 0.03562 -2.15445 -0.39554
C -1.05018 -1.20911 -0.91650
H 3.06519 2.89932 0.76642
H -2.71335 -2.26683 0.05438
H -1.06009 -0.30937 -0.30566
H 1.68083 3.93110 0.57304
H -0.83217 -0.93297 -1.94632
H 2.12174 3.26694 2.19587
H 0.30154 1.80420 1.53012
H -3.20711 -1.06084 -1.09543
H 1.69237 0.91276 1.01491
H 0.34509 -1.88858 0.61629
H -2.53061 -2.57772 -1.68526
H 0.78970 1.87002 -0.17254
H -0.33485 -3.18036 -0.31245
H 0.94378 -2.19646 -0.99549

Arrangement iii

DFT (ωB97M-V with the def2-TZVPD basis set) results for a 2-piece molecular cluster, C5H14 overall.

## Properties
structure (SMILES)	CCC.CC
total charge	0
lowest unoccupied orbital energy	1.168	eV
HOMO	-10.98	eV

Element x y z (Å)
C -0.06327 -1.85604 2.00256
C 1.26023 1.86372 -0.41148
C 0.88240 0.89347 -1.55057
C -0.61627 0.57701 -1.62243
C -1.25482 -1.26481 1.25014
H -2.20628 -1.45225 1.75826
H 2.28568 1.66122 -0.11099
H 1.12342 2.88368 -0.76563
H -0.82784 0.38037 -2.67263
H -0.83397 -0.37936 -1.16202
H 0.36552 -2.73470 1.53239
H 1.53700 0.01718 -1.50061
H -1.23788 1.37515 -1.22715
H -1.17194 -0.18643 1.13565
H 1.19783 1.28167 -2.52548
H 0.62745 1.69007 0.45946
H -1.47873 -1.69048 0.27905
H 0.72140 -1.09439 2.07320
H -0.30994 -1.96507 3.05829

Most stable pick: arrangement ii. Distance to second place: 0.347 eV.

Arrangement i

DFT (ωB97M-V with the def2-TZVPD basis set) results for a 2-piece molecular cluster, C5H14 overall.

## Properties
structure (SMILES)	CCC.CC
total charge	0
lowest unoccupied orbital energy	1.133	eV
HOMO	-11.00	eV

Element x y z (Å)
C -1.08458 -2.05493 -1.65344
C 1.30593 1.24836 0.93837
C 0.00820 1.92417 1.44188
C 1.25111 0.97746 -0.54791
C -1.09231 -1.75810 -0.14138
H -1.31631 -1.11151 -2.26441
H 2.20661 0.56559 -0.86634
H -0.52704 -0.89403 0.13924
H -1.84681 -2.77067 -1.88232
H 0.79057 1.80918 -1.21003
H -0.03819 1.65223 2.45256
H 1.47315 0.50293 1.48580
H 0.51264 0.09821 -0.76574
H -0.08835 2.97969 1.61775
H -0.79923 -2.56642 0.49916
H 2.17464 1.86640 1.10693
H -0.83668 1.35598 1.25240
H -2.04224 -1.46266 0.22753
H -0.05110 -2.36188 -1.83006

Arrangement ii

DFT (ωB97M-V with the def2-TZVPD basis set) results for a 2-piece molecular cluster, C5H14 overall.

## Properties
structure (SMILES)	CCC.CC
total charge	0
lowest unoccupied orbital energy	1.073	eV
HOMO	-11.41	eV

Element x y z (Å)
C 0.84587 0.14332 2.33059
C -2.00273 -1.00400 -2.07255
C 2.34178 0.06424 2.07258
C 0.19769 0.92729 1.18622
C -1.18636 0.06700 -2.86367
H -1.49398 -0.02789 -3.90931
H 2.86153 -0.82036 2.48219
H 2.91780 0.95276 2.30162
H -0.01085 0.23146 0.37951
H -1.61847 1.00885 -2.52202
H -1.57386 -2.00222 -2.14796
H -0.14799 -0.25342 -2.74493
H 0.47307 -0.88823 2.29971
H 0.63898 0.54897 3.34167
H 0.92221 1.65941 0.80739
H -1.98415 -1.01000 -0.95672
H 2.48223 -0.12337 0.99509
H -0.64384 1.54020 1.48866
H -3.01893 -1.01400 -2.46808

Most stable pick: arrangement ii. Distance to second place: 1.149 eV.

Arrangement i

DFT (ωB97M-V with the def2-TZVPD basis set) results for a 2-piece molecular cluster, C5H14 overall.

## Properties
structure (SMILES)	CCC.CC
total charge	0
lowest unoccupied orbital energy	1.130	eV
HOMO	-11.26	eV

Element x y z (Å)
C -1.38423 1.72234 0.44699
C -0.22511 1.27196 -0.44441
C -0.47680 -2.62808 0.10115
C 0.99383 2.11033 -0.10523
C 0.95210 -2.24300 -0.30359
H 0.81817 -1.29089 -0.80172
H -0.57796 -3.38020 0.89431
H -1.02188 1.91005 1.45828
H -1.67413 2.74532 0.16316
H -0.90200 -1.78737 0.66229
H -0.99648 -3.07317 -0.74662
H 1.52757 -2.03391 0.60327
H 1.11229 3.15170 -0.41716
H 0.07547 0.28886 -0.07601
H 1.42717 -3.05419 -0.84621
H 1.15470 2.21034 0.97641
H -2.25333 1.07234 0.38982
H 1.94865 1.69254 -0.46073
H -0.49800 1.31503 -1.49399

Arrangement ii

DFT (ωB97M-V with the def2-TZVPD basis set) results for a 2-piece molecular cluster, C5H14 overall.

## Properties
structure (SMILES)	CCC.CC
total charge	0
lowest unoccupied orbital energy	1.092	eV
HOMO	-10.89	eV

Element x y z (Å)
C -1.84538 0.22654 -0.38503
C 2.56584 -1.59778 -0.07605
C -0.98013 1.45609 -0.27942
C 1.72262 -2.73790 0.49689
C -1.57641 2.77268 0.28466
H 1.80027 -2.95606 1.54267
H -0.18094 1.16821 0.41618
H -2.45908 0.43886 -1.26866
H -0.46269 1.78491 -1.18834
H 3.19836 -1.09920 0.64444
H -1.35937 3.63401 -0.36028
H 1.76617 -3.61266 -0.14730
H -2.68502 2.83868 0.43203
H 3.00984 -1.86430 -1.03171
H -0.97628 3.04695 1.15411
H -1.20092 -0.51773 -0.89371
H 0.65351 -2.52267 0.29882
H -2.44519 -0.14819 0.45143
H 1.82130 -0.81131 -0.36158

Arrangement iii

DFT (ωB97M-V with the def2-TZVPD basis set) results for a 2-piece molecular cluster, C5H14 overall.

## Properties
structure (SMILES)	CCC.CC
total charge	0
lowest unoccupied orbital energy	1.090	eV
HOMO	-11.01	eV

Element x y z (Å)
C 2.08295 -1.21832 1.94914
C -0.76611 -0.02243 -0.38608
C 2.38117 -1.41894 0.36362
C -1.88386 2.05199 -1.38148
C -2.09075 0.70771 -0.52727
H 3.22379 -2.08417 0.24971
H 1.50065 -0.29187 2.09763
H -1.39826 1.88371 -2.30788
H -1.54165 2.94607 -0.87489
H -2.81489 2.30417 -1.69317
H 1.57412 -2.23217 2.08034
H -0.06179 -0.03872 0.39966
H -2.44750 1.01871 0.52666
H 2.74687 -0.53407 -0.00628
H 0.04488 0.34879 -1.08651
H -0.93299 -1.09006 -0.61465
H -2.94594 0.06154 -1.02632
H 1.58551 -1.58930 -0.26204
H 3.12679 -1.30271 2.41010

Most stable pick: arrangement i. Distance to second place: 0.435 eV.